Record 1
Here is a molecular structure, C6H14AuClO2Rh at a distorted geometry from OMol25. Energies are from wB97M-V/def2-TZVPD.

Geometry as XYZ:
```
25
Properties=species:S:1:pos:R:3:forces:R:3:mulliken_spin:R:1
Rh -1.6890 1.3870 -1.4214 0.02 1.00 1.46 3.065
Cl -1.9230 2.6487 0.6256 0.14 -0.22 0.13 0.246
C -3.5683 0.5817 -1.6339 -2.05 -0.68 -0.11 0.376
C -1.1891 2.6507 -2.8847 0.56 1.73 -1.65 0.244
H -3.9126 0.7714 -2.6703 0.21 0.04 0.37 0.026
H -3.5451 -0.5007 -1.4668 -0.15 0.21 0.12 -0.010
H -4.2321 1.0937 -0.9199 0.05 -0.26 -0.23 0.002
H -1.8523 2.4888 -3.7501 0.08 0.04 0.23 0.026
H -0.1545 2.4824 -3.1937 0.03 0.09 0.03 0.034
H -1.3075 3.6655 -2.4850 0.07 -0.06 -0.21 0.028
Au 0.7627 0.0928 -0.4647 -0.74 0.53 0.30 0.293
C 2.4017 0.2572 0.7330 0.26 -0.12 0.21 0.244
C -0.7496 -0.3511 -1.8947 0.17 -2.29 -1.13 0.887
H 3.1933 -0.0976 0.0758 0.42 0.03 0.35 -0.015
H 2.4964 1.3216 0.9492 0.21 -0.04 0.14 0.013
H 2.3194 -0.3430 1.6503 0.18 0.23 -0.30 -0.014
H -0.2107 -0.4793 -2.8646 -0.57 -0.07 0.69 0.005
H -1.4110 -1.2063 -1.6012 0.95 0.46 -0.48 0.008
C -0.1318 -2.0909 2.0807 0.70 0.02 -0.90 -0.004
O 0.5553 -2.7424 0.9772 -0.35 -0.28 0.60 0.046
C 0.7919 -2.1052 -0.1919 -0.25 0.15 -0.20 0.426
O 1.0763 -2.7327 -1.1721 0.22 -0.32 0.29 0.072
H 0.5885 -2.1163 2.9086 -0.51 0.04 0.04 0.003
H -1.0218 -2.7084 2.2567 0.24 0.36 0.24 0.003
H -0.4016 -1.0414 1.8461 0.13 -0.58 0.01 -0.003
```
Positions in Å, forces in eV/Å.

Summary:
Max |F| = 2.56 eV/Å
E_LUMO (alpha / beta) = 3.43 / 1.55 eV
DFT total energy = -29759.918 eV
Molar mass = 453.5 g/mol
Orbital gap (alpha / beta) = 5.81 / 7.00 eV
Total charge = -1
Multiplicity = 7
HOMO energy (alpha / beta) = -2.4 / -5.5 eV

***

Record 2
Here is 10 unconnected molecules or ions with the total composition C7H36Cl2F3N6O7S at a distorted geometry from OMol25. Energies are from wB97M-V/def2-TZVPD.

Geometry as XYZ:
```
62
Properties=species:S:1:pos:R:3:forces:R:3:mulliken_spin:R:1
N 28.0834 -23.1695 3.1346 -0.54 -0.78 -0.08 -0.002
H 28.2815 -23.3135 4.1144 0.94 -0.01 -0.04 -0.002
H 28.5805 -23.6810 2.4195 0.77 -0.17 0.32 -0.001
H 27.9894 -22.2002 2.8671 0.34 2.33 -0.29 0.000
H 27.1255 -23.4848 3.0785 -2.21 -0.51 -0.11 0.008
N 21.2267 -22.7629 -0.5615 -1.38 -1.17 -1.06 0.269
H 21.7573 -23.0537 -1.3702 0.58 0.29 -0.91 0.050
H 21.8886 -22.5066 0.1571 1.87 0.99 2.19 0.235
H 20.6785 -23.5729 -0.3099 -0.18 -0.30 0.47 -0.026
H 20.5837 -22.0016 -0.7261 0.00 0.59 -0.36 -0.248
N 25.7243 -22.1843 0.4487 0.11 -0.12 -0.15 0.165
H 24.7290 -22.0281 0.5206 -1.63 -0.47 0.70 0.038
H 26.0021 -21.2312 0.2632 0.84 1.51 0.37 0.047
H 25.9161 -22.7332 -0.3772 0.07 -0.50 -0.44 0.013
H 26.0570 -22.5875 1.3129 -0.19 0.14 0.63 0.003
N 24.6872 -19.2782 -2.4077 0.84 1.42 0.06 0.246
H 25.2534 -18.4918 -2.6923 0.04 0.32 -0.66 0.013
H 23.7137 -19.0129 -2.3630 -0.60 -0.19 -0.07 -0.184
H 25.0597 -19.3951 -1.4762 0.39 -0.12 2.33 0.070
H 24.9048 -20.1357 -2.8950 -0.39 -0.74 -0.87 0.050
N 25.4695 -20.6932 4.1422 -0.95 0.84 1.55 0.100
H 25.5433 -20.6289 5.1475 -0.31 0.43 0.16 -0.018
H 24.6842 -20.2026 3.7388 -0.25 0.04 0.15 -0.037
H 25.4420 -21.6753 3.9080 -0.86 -2.63 -0.92 0.002
H 26.3278 -20.4170 3.6871 2.39 0.98 -1.51 -0.001
N 23.0835 -19.0111 1.3590 0.19 0.14 0.57 1.905
H 22.9700 -18.3205 2.0872 -0.14 0.43 0.20 -0.394
H 22.9988 -19.9609 1.6918 -0.39 -1.68 0.25 -0.103
H 23.9954 -18.9934 0.9253 1.84 0.10 -0.74 -0.093
H 22.4254 -18.9035 0.6004 -1.22 0.30 -0.95 -0.321
C 25.3142 -24.1108 -4.3997 -2.68 -0.13 4.09 0.048
F 24.2812 -24.5963 -5.0779 0.24 0.42 -0.74 -0.002
F 25.9336 -25.1545 -3.8499 0.34 0.03 -0.18 -0.003
F 26.1139 -23.3727 -5.0422 1.80 0.97 -2.46 -0.002
S 24.6864 -22.9617 -2.9388 0.18 -0.86 1.18 0.275
O 24.4428 -21.6010 -3.4266 -0.04 -1.22 -0.81 -0.054
O 23.4914 -23.6288 -2.4087 0.67 0.46 -0.47 -0.065
O 25.8553 -22.9832 -2.0326 -0.76 -0.30 -1.37 -0.041
O 25.7097 -19.3427 0.1449 0.47 -0.60 0.34 -0.473
C 26.4117 -18.5467 1.0877 -0.52 -1.08 0.47 0.167
C 27.6504 -19.1480 1.9727 0.03 -0.58 -1.02 -0.008
O 27.6225 -20.3952 2.6464 -1.20 -0.11 -0.25 -0.014
H 25.6415 -18.1890 1.7711 -0.17 0.26 0.96 -0.008
H 26.7159 -17.6241 0.5934 0.84 0.18 0.05 0.045
H 27.9876 -18.4124 2.7030 -0.45 0.75 0.05 0.001
H 28.4702 -19.1615 1.2546 0.36 -0.11 -0.41 0.002
O 25.3049 -23.2264 3.2866 -0.51 0.66 -0.19 -0.014
C 23.9441 -23.6085 3.0467 0.75 0.71 -1.09 0.001
C 22.8587 -22.6117 2.5013 -0.07 0.82 -0.21 0.107
O 22.9811 -21.8703 1.3162 0.82 -0.12 -0.34 -0.818
H 23.4612 -23.9605 3.9583 0.04 -0.48 0.22 0.003
H 23.9518 -24.3737 2.2705 -0.02 -0.67 0.10 0.012
H 22.5603 -21.9349 3.3019 0.19 0.47 0.70 -0.008
H 21.9398 -23.1837 2.3729 -0.23 -0.99 0.40 0.032
Cl 28.9543 -22.9841 -0.7600 0.43 -1.90 0.10 -0.001
C 28.7549 -21.3053 -1.0868 0.26 1.59 0.30 0.013
C 28.8058 -21.0038 -2.6030 0.03 -0.29 0.80 0.000
Cl 28.8447 -19.2429 -2.8563 -0.24 0.18 -0.03 -0.002
H 29.5755 -20.7701 -0.6091 0.32 -0.10 -0.25 0.001
H 27.9437 -21.0317 -0.4120 -0.62 0.59 -1.10 0.013
H 28.0153 -21.4444 -3.2105 -0.11 0.08 0.35 0.007
H 29.7675 -21.3651 -2.9672 -0.12 -0.10 0.02 0.001
```
Positions in Å, forces in eV/Å.

Summary:
Max |F| = 4.89 eV/Å
E_LUMO (alpha / beta) = 0.15 / 0.12 eV
DFT total energy = -75142.862 eV
Molar mass = 476.4 g/mol
Orbital gap (alpha / beta) = 3.08 / 7.47 eV
Total charge = 0
Multiplicity = 2
HOMO energy (alpha / beta) = -2.9 / -7.4 eV

***

Record 3
Here is 2 unconnected molecules or ions with the total composition C4H10N2O3S at a distorted geometry from OMol25. Energies are from wB97M-V/def2-TZVPD.

Geometry as XYZ:
```
20
Properties=species:S:1:pos:R:3:forces:R:3:nbo_charge:R:1
C 1.1002 1.1319 -0.9448 2.28 -0.22 -0.98 -0.358
C 0.6111 2.0671 0.0342 -0.45 -0.86 -0.37 -0.350
C 0.9512 0.6060 0.4877 0.83 0.80 0.27 -0.373
C -0.2810 0.0306 0.8125 -2.16 0.00 0.78 0.206
N -0.5853 -0.8103 1.7359 -3.05 -0.12 0.06 -0.720
N -0.3828 -1.8763 -1.3531 1.27 2.57 1.89 -1.044
O -2.0983 0.8633 -1.1791 0.29 -0.65 -0.40 -0.945
O -2.8131 -0.3557 0.9091 -0.24 0.42 -1.45 -0.987
O -2.2428 1.9491 0.9647 0.44 1.55 0.78 -0.949
S -2.0595 0.7413 0.2467 -0.84 -2.25 1.35 2.368
H 0.3673 0.6096 -1.5319 0.23 0.42 -0.91 0.255
H 2.1838 1.3103 -1.3729 -2.40 -0.82 1.03 0.247
H 1.1189 2.8903 0.3750 1.96 1.39 0.82 0.231
H -0.4097 2.3252 0.0302 -0.85 0.06 -0.02 0.251
H 1.7824 0.2962 1.1184 0.11 0.51 -0.28 0.241
H -1.7086 -0.9378 1.8169 2.02 0.55 -0.83 0.471
H -0.1359 -1.2327 2.4976 1.93 -0.35 0.60 0.407
H -0.4169 -2.4650 -0.5388 0.52 0.05 0.89 0.343
H -1.0998 -2.2947 -1.8160 -2.58 -1.29 -2.58 0.354
H -0.8234 -0.9505 -1.0683 0.70 -1.77 -0.67 0.351
```
Positions in Å, forces in eV/Å.

Summary:
Max |F| = 3.88 eV/Å
E_LUMO = -0.13 eV
DFT total energy = -24265.019 eV
Molar mass = 166.2 g/mol
Orbital gap = 10.12 eV
Total charge = 0
HOMO energy = -10.2 eV

***

Record 4
Here is a molecular structure, C14H35BeF3O7S4 at a distorted geometry from OMol25. Energies are from wB97M-V/def2-TZVPD.

Geometry as XYZ:
```
64
Properties=species:S:1:pos:R:3:forces:R:3:nbo_charge:R:1
Be 0.0540 0.3733 -0.2732 0.67 -0.53 -0.55 1.654
C 1.4180 0.0936 3.5067 0.31 1.46 -3.28 0.318
O 2.8473 -0.3147 3.4374 -1.90 -0.19 -0.08 -0.576
O 0.9696 0.4223 2.1701 0.47 -1.36 2.41 -0.964
C 0.5345 -0.8564 4.3995 0.64 -0.73 -1.13 0.923
F 1.2982 -1.5336 5.3082 -0.35 1.03 0.55 -0.348
F -0.4240 -0.1082 4.9863 0.51 -0.35 0.44 -0.333
F -0.1153 -1.8715 3.8090 -0.34 0.08 -0.88 -0.342
C 3.7738 -0.1444 4.5115 -0.64 -0.11 -0.47 -0.065
C 4.2761 1.2921 4.7095 0.87 -0.04 -0.96 -0.653
H 4.7472 1.6353 3.7885 0.12 -0.27 -0.33 0.208
H 3.5977 2.1272 4.8842 -0.56 -0.60 0.59 0.218
H 5.0984 1.3032 5.4249 -0.21 0.02 0.37 0.204
H 4.5243 -0.8332 4.1236 0.83 0.51 0.35 0.184
H 3.4658 -0.6233 5.4410 -0.45 0.29 0.16 0.169
H 1.3764 1.0159 4.0862 0.17 0.27 0.29 0.126
C 2.4571 3.2732 -3.3568 -0.25 1.30 -0.21 -0.624
C 1.4677 2.1788 -3.0227 0.56 -1.34 0.14 -0.030
O 1.2876 2.0165 -1.6714 -1.18 -0.89 1.49 -0.943
H 2.1610 4.1805 -2.8302 -0.05 0.11 0.19 0.202
H 2.3830 3.5397 -4.4112 0.00 -0.13 -0.30 0.185
H 3.5211 3.1533 -3.1528 -0.12 -0.65 0.31 0.197
H 1.8220 1.2763 -3.5209 0.75 -0.95 -0.02 0.093
H 0.5929 2.2834 -3.6644 -0.95 0.97 0.25 0.091
C -4.0904 -1.5804 0.1841 0.14 -0.62 -0.29 -0.794
S -2.3399 -2.2970 -0.0051 -1.57 1.62 2.64 1.232
O -1.5128 -1.1780 0.5968 0.74 -0.31 -0.96 -0.995
C -2.5807 -3.4001 1.4834 1.42 0.08 -0.22 -0.816
H -4.4088 -1.5305 1.2254 0.67 0.08 0.20 0.227
H -4.8353 -2.2374 -0.2649 0.16 -0.05 -0.47 0.219
H -4.1383 -0.5789 -0.2434 0.29 -0.25 -0.21 0.227
H -1.6716 -4.0011 1.5064 -0.33 -0.82 -0.49 0.239
H -3.5237 -3.9435 1.5433 0.24 -0.06 -0.35 0.229
H -2.3648 -2.8645 2.4079 -0.66 0.95 -0.25 0.269
C -4.5884 1.8911 1.1433 -0.52 -0.27 -0.27 -0.839
S -3.1180 2.5054 0.2718 1.40 -0.96 -1.54 1.261
O -2.0226 1.4787 0.4692 -0.31 0.55 0.10 -1.003
C -3.6863 2.2397 -1.4776 -1.04 0.55 0.30 -0.810
H -4.3513 0.8867 1.4941 0.10 0.26 0.29 0.258
H -5.4760 1.8206 0.5145 0.20 -0.04 -0.39 0.230
H -4.8945 2.5849 1.9263 0.57 -0.15 0.23 0.248
H -4.6865 2.6683 -1.4131 -0.20 0.00 -0.40 0.214
H -3.7721 1.2169 -1.8445 0.12 -0.29 0.74 0.224
H -3.1687 2.7747 -2.2738 0.51 0.34 0.68 0.243
C -1.7264 0.9844 -4.4803 0.48 -0.94 0.23 -0.795
S -2.0043 -0.5570 -3.4756 3.17 1.34 0.81 1.179
O -1.0155 -0.3599 -2.2951 -1.69 -0.34 -1.11 -1.023
C -1.0749 -1.6476 -4.6279 0.02 -0.07 0.99 -0.803
H -2.3417 0.8976 -5.3758 -0.32 0.59 0.23 0.226
H -0.6823 1.0172 -4.7915 0.06 -0.50 0.04 0.246
H -1.7756 1.8508 -3.8207 -0.87 -0.08 -0.17 0.253
H -0.6917 -2.4674 -4.0203 -0.67 -0.33 0.13 0.252
H -0.1307 -1.1906 -4.9241 -0.45 0.53 -0.46 0.246
H -1.7628 -1.9777 -5.4062 0.37 0.01 -0.15 0.230
C 2.8919 -2.8002 0.3196 0.34 -3.03 -1.76 -0.813
S 2.6030 -1.9263 -1.2812 0.96 2.66 4.65 1.247
O 1.2185 -1.4029 -1.0303 -1.39 0.60 -0.61 -1.056
C 3.7053 -0.5619 -0.6029 0.96 0.63 -2.76 -0.807
H 2.2787 -2.5712 1.1912 0.23 0.84 -0.36 0.285
H 3.9300 -3.0975 0.4682 0.44 1.33 0.45 0.231
H 2.6633 -3.8137 -0.0101 -1.14 -0.49 0.30 0.205
H 3.7780 0.2133 -1.3656 -0.83 0.32 -0.22 0.239
H 4.7361 -0.8950 -0.7239 0.09 -0.67 0.78 0.214
H 3.4976 -0.0292 0.3251 -0.62 -0.93 0.30 0.288
```
Positions in Å, forces in eV/Å.

Summary:
Max |F| = 5.44 eV/Å
E_LUMO = -0.06 eV
DFT total energy = -81302.867 eV
Molar mass = 509.7 g/mol
Orbital gap = 6.91 eV
Total charge = 0
HOMO energy = -7.0 eV